# 1
Computed, not measured: a cluster of 10 separate species, C38H68BBrN12O28 in total at a distorted geometry, with wB97M-V/def2-TZVPD.

Each line ends with the Löwdin charge.
Atoms and positions in Å:
C: -0.59 -3.28 1.28  0.102
C: 0.15 -2.78 0.31  0.011
C: 0.94 -2.21 -1.01  -0.302
C: 0.95 -3.39 -2.08  -0.059
C: 1.95 -4.47 -1.91  0.016
O: 0.64 -0.89 -1.40  -0.067
C: -0.36 -0.57 -2.35  -0.271
C: -1.69 -1.47 -2.45  -0.074
C: -2.56 -1.90 -1.37  0.039
C: 0.33 -0.56 -3.82  -0.120
O: -0.58 -0.25 -4.92  -0.201
C: 0.16 0.48 -5.95  -0.243
C: 1.37 -0.41 -6.60  -0.090
C: -0.92 0.94 -1.90  -0.313
C: 0.10 2.12 -2.33  -0.055
C: 1.51 2.15 -1.54  -0.179
O: 1.42 2.70 -0.18  -0.116
N: -2.26 1.03 -2.54  0.172
C: -2.35 1.90 -3.50  -0.172
O: -2.38 2.66 -4.52  0.090
O: -0.88 0.84 -0.47  -0.018
C: -1.86 1.55 0.30  -0.360
C: -1.17 1.49 1.81  -0.070
C: -1.89 0.37 2.77  -0.140
C: -1.05 0.44 4.18  -0.214
N: -0.39 -0.86 4.53  -0.114
C: 1.11 -0.75 4.55  -0.187
C: 1.71 -2.23 4.93  -0.076
C: 0.75 -3.47 4.83  -0.030
C: 1.28 -4.96 5.17  -0.075
C: 2.78 -5.16 5.60  -0.089
C: 3.75 -3.92 5.74  -0.017
C: 3.22 -2.45 5.40  -0.174
O: 4.15 -1.33 5.55  -0.062
C: -2.13 3.08 -0.01  -0.166
C: -2.98 3.99 0.95  -0.637
C: -3.88 3.38 2.11  -0.158
Br: -1.73 5.32 1.85  0.627
O: -3.03 0.68 0.43  -0.050
N: -4.13 1.17 -0.16  -0.001
O: -5.05 0.48 0.23  -0.008
B: 2.52 -2.15 -0.47  -0.430
O: 3.59 -1.50 -1.24  0.056
O: 2.91 -2.77 0.80  0.064
H: -1.08 -3.93 2.09  0.065
H: 0.20 -3.48 -2.96  0.100
H: 3.03 -4.36 -2.35  0.099
H: 1.75 -5.44 -1.30  0.102
H: -1.97 -1.87 -3.51  0.134
H: -3.55 -1.30 -1.19  0.062
H: -2.41 -2.82 -0.69  0.065
H: 1.22 0.20 -3.91  0.130
H: 0.82 -1.58 -4.10  0.142
H: -0.52 0.78 -6.84  0.129
H: 0.57 1.50 -5.53  0.117
H: 2.24 -0.40 -5.82  0.079
H: 1.78 0.04 -7.57  0.081
H: 1.02 -1.49 -6.75  0.083
H: 0.37 2.13 -3.46  0.114
H: -0.36 3.18 -2.14  0.133
H: 2.11 1.17 -1.59  0.123
H: 2.17 2.93 -2.12  0.116
H: 1.16 3.65 -0.26  0.041
H: -1.14 2.51 2.33  0.087
H: -0.06 1.14 1.75  0.135
H: -1.76 -0.71 2.35  0.114
H: -2.99 0.61 3.01  0.096
H: -1.73 0.81 5.03  0.121
H: -0.19 1.22 4.08  0.113
H: -0.66 -1.09 5.51  0.107
H: 1.43 -0.01 5.37  0.125
H: 1.52 -0.39 3.53  0.126
H: -0.36 -3.43 4.48  0.086
H: 0.53 -5.85 5.07  0.092
H: 3.12 -6.24 5.81  0.087
H: 4.83 -4.13 6.07  0.091
H: 4.31 -1.31 6.54  0.111
H: -2.60 3.16 -1.08  0.119
H: -1.08 3.59 -0.14  0.093
H: -3.67 4.67 0.30  0.112
H: -4.82 2.77 1.75  0.073
H: -3.36 2.72 2.89  0.073
H: -4.34 4.27 2.70  0.090
H: 3.83 -0.70 -0.69  0.129
H: 2.57 -2.13 1.49  0.110
C: 3.32 7.14 -0.28  0.065
N: 2.59 5.91 -0.69  -0.409
O: 1.43 5.79 -0.32  0.050
O: 3.21 5.11 -1.37  0.055
H: 2.65 7.76 0.32  0.103
H: 4.18 6.83 0.31  0.112
H: 3.62 7.67 -1.18  0.085
C: -5.69 1.35 -2.94  0.024
N: -6.61 1.01 -4.06  -0.436
O: -6.22 0.19 -4.88  0.067
O: -7.70 1.58 -4.07  0.055
H: -4.77 0.77 -3.06  0.068
H: -5.48 2.42 -3.00  0.105
H: -6.19 1.09 -2.01  0.079
C: -1.29 -5.05 -5.88  0.045
N: -0.42 -5.55 -4.78  -0.435
O: -0.90 -6.37 -4.02  0.071
O: 0.72 -5.10 -4.73  0.033
H: -2.26 -5.53 -5.81  0.098
H: -1.38 -3.97 -5.76  0.095
H: -0.80 -5.31 -6.83  0.101
C: -7.71 1.19 1.12  0.032
N: -8.58 1.24 2.33  -0.433
O: -8.07 1.62 3.37  0.069
O: -9.75 0.89 2.19  0.043
H: -6.71 1.53 1.39  0.054
H: -7.69 0.16 0.77  0.100
H: -8.15 1.86 0.38  0.108
C: 6.58 -2.09 -1.50  0.047
N: 7.69 -1.33 -2.13  -0.427
O: 7.39 -0.51 -2.99  0.066
O: 8.82 -1.57 -1.74  0.030
H: 5.64 -1.77 -1.94  0.070
H: 6.76 -3.15 -1.69  0.107
H: 6.60 -1.87 -0.43  0.106
C: -10.22 -2.58 1.82  0.039
N: -9.33 -3.69 1.39  -0.444
O: -8.13 -3.54 1.58  0.055
O: -9.86 -4.66 0.88  0.057
H: -9.62 -1.79 2.25  0.076
H: -10.75 -2.23 0.93  0.105
H: -10.91 -2.99 2.56  0.103
C: 2.32 -3.76 9.48  0.039
N: 1.46 -3.07 8.48  -0.426
O: 0.75 -3.77 7.77  0.048
O: 1.52 -1.84 8.45  0.041
H: 2.16 -4.83 9.40  0.096
H: 3.35 -3.50 9.25  0.095
H: 2.03 -3.40 10.47  0.099
C: 9.74 1.18 -0.28  0.041
N: 8.88 1.22 0.93  -0.438
O: 9.40 1.60 1.97  0.062
O: 7.72 0.87 0.80  0.044
H: 10.74 1.52 -0.02  0.096
H: 9.76 0.15 -0.63  0.072
H: 9.29 1.84 -1.02  0.106
C: 3.65 6.79 -4.17  0.046
N: 4.92 7.57 -4.21  -0.437
O: 5.84 7.11 -4.87  0.072
O: 4.94 8.62 -3.58  0.047
H: 3.78 5.89 -4.77  0.103
H: 3.46 6.54 -3.13  0.055
H: 2.86 7.42 -4.58  0.107

Results
Total charge = 0
SMILES = C#C[C@@](C=C)(O[C@](C=C)(COCC)[C@@](CCO)(N=C=O)O[C@@](CCCNCc1ccccc1O)(C[C@@H](C)Br)ON=O)B(O)O.C[N+](=O)[O-].C[N+](=O)[O-].C[N+](=O)[O-].C[N+](=O)[O-].C[N+](=O)[O-].C[N+](=O)[O-].C[N+](=O)[O-].C[N+](=O)[O-].C[N+](=O)[O-]
HOMO = -7.28 eV
Lowest unoccupied orbital energy = -0.03802 Ha
Energy above the lowest of the compared OMol25 structures with the same formula, charge and spin = 0.0 kcal/mol


# 2
Computed, not measured: a structure of composition C38H68BI2N6O4, with wB97M-V/def2-TZVPD.

Each line ends with the Löwdin charge.
Atoms and positions in Å:
C: -3.74 2.89 0.67  -0.096
C: -3.68 2.41 -0.79  -0.220
C: -2.48 2.95 -1.61  -0.267
C: -2.88 3.20 -3.08  -0.090
B: -1.19 1.96 -1.46  -0.721
C: -1.44 0.50 -2.20  -0.120
C: -0.95 0.46 -3.66  -0.144
O: 0.07 2.63 -2.01  -0.022
C: 1.11 2.37 -1.11  -0.378
C: 1.89 1.10 -1.56  -0.620
I: 3.05 1.78 -3.17  0.868
C: 1.87 -0.20 -1.21  -0.778
C: 1.06 -0.90 -0.13  -0.171
I: 3.04 -1.62 -2.22  0.775
C: 0.36 2.47 0.22  -0.507
O: 1.06 1.87 1.29  0.030
C: 0.12 3.97 0.56  -0.027
C: 0.87 5.07 -0.19  -0.398
C: 0.29 6.44 0.14  -0.047
O: 2.26 5.07 0.22  -0.056
O: -0.83 1.80 0.02  0.045
H: -2.87 3.50 0.93  0.050
H: -3.76 2.04 1.37  0.063
H: -4.65 3.48 0.87  0.028
H: -3.66 1.31 -0.80  0.091
H: -4.62 2.70 -1.29  0.100
H: -2.27 3.95 -1.18  0.112
H: -3.58 4.05 -3.16  0.067
H: -2.02 3.42 -3.71  0.069
H: -3.40 2.32 -3.50  0.079
H: -0.95 -0.33 -1.66  0.062
H: -2.51 0.23 -2.19  0.081
H: -1.54 -0.24 -4.27  0.045
H: 0.11 0.14 -3.72  0.035
H: -1.00 1.44 -4.15  0.059
H: 1.86 3.16 -1.16  0.067
H: 1.49 -0.66 0.85  0.057
H: 0.03 -0.55 -0.17  0.062
H: 1.08 -1.98 -0.27  0.029
H: 0.38 1.60 1.90  0.102
H: 0.38 4.11 1.62  0.128
H: -0.95 4.13 0.45  0.103
H: 0.80 4.91 -1.27  0.147
H: 0.86 7.23 -0.37  0.077
H: 0.34 6.63 1.22  0.076
H: -0.75 6.51 -0.19  0.082
H: 2.80 5.07 -0.56  0.081
C: 2.64 -0.96 -8.07  -0.110
C: 1.87 -1.09 -6.76  -0.256
C: 0.35 -1.05 -6.96  -0.198
C: -0.11 0.23 -7.51  -0.236
N: -0.47 1.21 -7.98  0.141
H: 2.44 -0.01 -8.56  0.070
H: 3.72 -1.03 -7.89  0.069
H: 2.37 -1.76 -8.77  0.071
H: 2.15 -0.28 -6.08  0.095
H: 2.11 -2.02 -6.26  0.098
H: -0.14 -1.23 -6.00  0.062
H: 0.03 -1.84 -7.65  0.113
C: 3.37 -1.84 3.17  -0.096
C: 3.88 -3.27 3.16  -0.255
C: 2.86 -4.27 2.60  -0.188
C: 1.67 -4.38 3.45  -0.239
N: 0.76 -4.48 4.14  0.142
H: 2.50 -1.72 3.82  0.075
H: 4.14 -1.15 3.52  0.076
H: 3.07 -1.52 2.17  0.059
H: 4.17 -3.58 4.17  0.104
H: 4.77 -3.34 2.54  0.111
H: 3.32 -5.26 2.53  0.101
H: 2.55 -3.98 1.60  0.117
C: -2.68 -5.11 -5.45  -0.107
C: -1.30 -5.17 -6.10  -0.261
C: -0.17 -4.96 -5.09  -0.184
C: -0.21 -3.62 -4.49  -0.205
N: -0.24 -2.57 -4.04  0.206
H: -2.86 -4.13 -5.01  0.076
H: -3.46 -5.30 -6.18  0.070
H: -2.77 -5.85 -4.66  0.075
H: -1.22 -4.42 -6.88  0.103
H: -1.15 -6.14 -6.57  0.105
H: 0.81 -5.09 -5.56  0.116
H: -0.24 -5.69 -4.28  0.119
C: 3.25 5.24 4.89  -0.113
C: 3.17 5.15 3.37  -0.258
C: 3.38 3.72 2.85  -0.197
C: 4.73 3.22 3.13  -0.237
N: 5.78 2.83 3.36  0.124
H: 4.24 4.96 5.25  0.068
H: 3.05 6.26 5.23  0.066
H: 2.52 4.58 5.36  0.073
H: 3.91 5.81 2.91  0.113
H: 2.19 5.48 3.01  0.094
H: 3.21 3.69 1.77  0.094
H: 2.66 3.04 3.29  0.115
C: 3.41 -8.08 7.80  -0.112
C: 2.48 -7.19 7.00  -0.258
C: 2.55 -7.45 5.49  -0.192
C: 3.86 -7.10 4.94  -0.240
N: 4.89 -6.82 4.52  0.151
H: 4.46 -7.90 7.53  0.071
H: 3.30 -7.91 8.87  0.070
H: 3.20 -9.14 7.61  0.074
H: 2.70 -6.14 7.19  0.113
H: 1.44 -7.35 7.31  0.108
H: 1.80 -6.85 4.97  0.090
H: 2.35 -8.50 5.27  0.120
C: -8.26 1.21 3.02  -0.111
C: -6.97 1.75 3.62  -0.259
C: -6.98 3.28 3.75  -0.193
C: -7.04 3.93 2.44  -0.241
N: -7.01 4.42 1.41  0.157
H: -8.41 1.58 2.01  0.073
H: -8.24 0.12 2.98  0.070
H: -9.13 1.51 3.62  0.072
H: -6.12 1.45 3.01  0.107
H: -6.81 1.33 4.62  0.106
H: -6.08 3.63 4.25  0.118
H: -7.84 3.61 4.34  0.115

Results
Total charge = -1
HOMO = -4.88 eV
Lowest unoccupied orbital energy = 0.06875 Ha


- The lowest HOMO belongs to which entry?
  C38H68BBrN12O28